Entry 1:
Formula: C36H51ClN8O7S2SiV
Source: the OMol25 dataset
Level of theory: ωB97M-V with the def2-TZVPD basis set

The geometry in XYZ format:
```
107
Properties=species:S:1:pos:R:3:forces:R:3
V 1.3022 0.0723 0.4958 -0.7386 -0.0921 0.9506
O 5.0595 -0.0632 2.0019 -0.0178 -0.0811 -0.4479
Cl 2.6659 1.9780 2.1419 -0.3443 -0.8664 -0.7431
O 2.4616 3.3746 2.4510 -0.1972 0.3073 0.1143
O 1.4398 1.1687 2.5195 0.7848 0.4343 0.1038
O 2.5858 1.7932 0.6117 0.1102 0.5058 0.4935
O -1.3959 -1.3900 -2.6708 -0.0378 -0.0575 -0.0543
C -0.5970 -2.3329 -3.2130 -0.2160 0.1091 0.0033
C -1.1101 -3.0698 -4.2809 0.0916 -0.0303 0.0154
C -0.3335 -4.0347 -4.8880 0.0486 -0.0630 -0.0345
C 0.9672 -4.2865 -4.4485 -0.0998 0.0696 0.0188
C 1.4739 -3.5512 -3.3958 -0.0087 -0.0089 0.0194
C 0.7060 -2.5706 -2.7619 0.1439 0.0229 0.0446
C 1.2800 -1.7439 -1.6776 -0.1435 0.0797 -0.0318
O 0.4797 -1.0148 -0.9682 0.2249 -0.2476 -0.4395
N 2.5751 -1.7771 -1.5072 0.0046 0.4069 0.3323
N 2.9856 -0.8300 -0.5412 -0.5183 -0.7711 -0.6588
C 4.2518 -0.8595 -0.4441 0.7512 -0.0058 0.1185
S 5.2400 -2.0043 -1.3350 -0.2088 0.0481 0.0696
C 6.7271 -1.6250 -0.3829 0.2210 0.0694 0.0232
C 6.7142 -0.1397 -0.0787 0.3521 -0.1398 0.0074
S 5.1266 0.3553 0.5669 -0.3955 0.2341 0.5289
H -0.9212 -1.0462 -1.8783 0.0562 -0.0357 -0.0551
H -2.1219 -2.8664 -4.6057 -0.0016 0.0072 -0.0070
H -0.7443 -4.6031 -5.7136 0.0109 -0.0020 0.0052
H 1.5710 -5.0457 -4.9262 0.0008 -0.0067 -0.0034
H 2.4817 -3.7185 -3.0396 -0.0049 0.0163 0.0103
H 7.5871 -1.8990 -0.9931 0.0102 0.0016 0.0307
H 6.7479 -2.2099 0.5354 -0.0329 -0.0144 -0.0050
H 6.9003 0.4599 -0.9710 -0.0316 -0.0191 -0.0227
H 7.4079 0.1560 0.7104 0.1081 -0.0487 -0.0854
N -2.3086 4.1456 2.4271 0.0356 -0.0319 -0.1252
C -2.6737 2.7358 1.9974 -0.0932 0.2648 0.1106
C -2.0409 2.4692 0.6479 0.2307 0.0205 -0.0250
N -0.6083 2.7175 0.6560 -0.0372 -0.1456 -0.0187
C -0.2562 4.0512 1.0818 0.0273 0.0880 -0.0300
C -0.8087 4.3631 2.4632 -0.2212 -0.0520 0.0923
H -2.7258 4.3599 3.3316 0.0400 -0.1025 0.0260
H -2.7069 4.7974 1.7479 0.0058 0.0124 0.0549
H -3.7617 2.6689 1.9979 -0.0038 0.0035 -0.0367
H -2.2702 2.0720 2.7578 -0.0441 0.0344 -0.0549
H -2.5145 3.0797 -0.1310 0.0314 -0.0030 -0.0118
H -2.2059 1.4193 0.4169 0.0048 -0.0075 -0.0691
H -0.1611 2.0322 1.2647 -0.1220 -0.0701 -0.0841
H -0.6336 4.7728 0.3478 -0.0262 0.0588 0.0028
H 0.8294 4.1514 1.1277 -0.1553 0.0004 -0.0671
H -0.6396 5.3864 2.7978 0.0458 0.0051 -0.0498
H -0.4126 3.6625 3.1987 0.0106 0.0090 0.0046
C 2.3868 1.3768 -3.1318 -0.0167 0.0392 0.0327
N 2.4426 2.7323 -3.6964 -0.0941 0.0034 -0.0399
C 2.1153 2.6430 -5.1236 -0.0083 -0.0375 0.0237
N 0.7952 2.0502 -5.3662 0.0193 0.0154 0.0839
C 0.7862 0.7113 -4.7560 0.0331 0.0393 -0.0136
N 1.0752 0.7565 -3.3238 0.0422 0.0463 -0.0501
C 0.0728 1.6038 -2.6819 -0.1156 0.0498 -0.1479
N 0.0533 2.9704 -3.2276 0.0837 -0.0874 -0.1198
C 1.3982 3.5314 -3.0444 0.0276 0.0033 0.0333
C -0.2023 2.8709 -4.6700 0.0229 -0.0711 0.0164
H 2.6023 1.4351 -2.0609 -0.0132 0.0008 -0.0293
H 3.1479 0.7549 -3.6079 0.0157 -0.0126 -0.0181
H 2.8722 2.0331 -5.6207 0.0040 -0.0100 -0.0074
H 2.1374 3.6458 -5.5553 -0.0051 0.0240 -0.0030
H 1.5385 0.0918 -5.2483 0.0064 -0.0112 -0.0256
H -0.1939 0.2542 -4.9056 -0.0220 0.0016 0.0057
H 0.2826 1.6769 -1.6208 0.0293 -0.0372 0.2880
H -0.9073 1.1424 -2.8205 -0.0299 0.0546 -0.0131
H 1.6162 3.5826 -1.9748 -0.0162 -0.0082 0.0095
H 1.4179 4.5417 -3.4594 0.0080 0.0178 -0.0099
H -0.2028 3.8738 -5.1023 0.0245 0.0190 -0.0102
H -1.1871 2.4246 -4.8219 -0.0204 0.0017 0.0054
C -0.1843 -3.7885 1.8541 0.0717 -0.0150 -0.0252
C -0.3592 -2.6649 2.8846 0.1407 -0.0953 0.1383
C 1.0329 -2.1308 3.2472 0.0858 -0.0614 0.0620
C -0.9890 -3.2203 4.1717 0.0489 -0.1060 -0.0173
Si -1.3869 -1.2506 2.1689 0.2513 0.5710 -0.2375
O -0.5046 -0.1650 1.3626 -0.1077 -0.2911 -0.1358
C -2.8097 -1.9468 1.1539 -0.2589 -0.0211 -0.1136
C -3.5882 -3.0368 1.5739 -0.0106 0.1582 -0.0664
C -4.6760 -3.4829 0.8388 0.0256 0.0379 -0.0377
C -5.0172 -2.8503 -0.3508 0.0071 -0.0397 0.0246
C -4.2602 -1.7797 -0.7967 0.0430 0.0229 0.0285
C -3.1737 -1.3375 -0.0490 0.0367 -0.0791 -0.0111
C -2.1826 -0.2843 3.6015 -0.0013 0.0297 0.2840
C -1.4041 0.6849 4.2538 0.0540 -0.2048 0.2129
C -1.9072 1.4382 5.3104 0.0510 -0.0286 -0.0631
C -3.2152 1.2465 5.7394 -0.0187 0.0240 -0.0298
C -4.0053 0.2923 5.1124 0.0162 0.0109 -0.0453
C -3.4907 -0.4636 4.0630 0.0340 0.0776 -0.0859
H 0.4781 -4.5626 2.2592 0.0022 0.0111 -0.0092
H 0.2692 -3.4221 0.9264 -0.0203 0.0375 0.0525
H -1.1257 -4.2656 1.5830 -0.0603 0.0017 0.0300
H 1.6115 -2.9187 3.7444 -0.0132 0.0193 0.0063
H 0.9965 -1.2696 3.9180 -0.0262 0.0031 0.0024
H 1.6073 -1.8320 2.3651 -0.0338 0.0079 -0.0320
H -0.4026 -4.0769 4.5239 -0.0113 0.0173 0.0213
H -2.0157 -3.5651 4.0400 -0.0080 -0.0248 -0.0478
H -1.0057 -2.4757 4.9699 0.0392 0.0361 -0.0204
H -3.3483 -3.5532 2.4932 0.0304 -0.0282 0.0533
H -5.2527 -4.3301 1.1889 -0.0075 -0.0012 0.0000
H -5.8591 -3.2042 -0.9327 -0.0067 0.0092 0.0019
H -4.4998 -1.2986 -1.7366 0.0238 0.0058 -0.0086
H -2.5714 -0.5242 -0.4384 -0.0149 0.0087 0.0780
H -0.3818 0.8471 3.9278 -0.0084 0.0086 -0.0350
H -1.2739 2.1649 5.8096 0.0069 -0.0256 -0.0035
H -3.6105 1.8253 6.5654 -0.0040 -0.0080 0.0049
H -5.0234 0.1320 5.4454 -0.0083 -0.0049 -0.0055
H -4.1332 -1.1948 3.5836 0.0257 -0.0107 -0.0016
```
Forces are in eV/Å.

Spin multiplicity   4
ΔE to the lowest compared entry with this formula, charge and spin   0.0 kJ/mol
Orbital gap (alpha / beta)   6.426 / 7.248 eV
Expectation value of S²   3.7601
E_tot   -132167.7834 eV
Molecular weight   886.47 g/mol
E_HOMO (alpha / beta)   -7.0 / -7.8 eV
E_LUMO (alpha / beta)   -0.01931 / -0.01933 Eh

Atomic partial charges in e from the Mulliken method, atoms 1 to 2: 0.3548, -0.6479

Entry 2:
Formula: C36H51N3OOsP2S
Source: the OMol25 dataset
Level of theory: ωB97M-V with the def2-TZVPD basis set

The geometry in XYZ format:
```
95
Properties=species:S:1:pos:R:3:forces:R:3
Os -0.1191 -0.4493 -0.3513 0.0825 -0.5207 0.7618
C 4.8209 -0.0007 0.1605 0.0145 0.0109 0.0360
C 3.3980 -0.4178 0.5245 -0.0058 0.0282 0.0735
C 3.3869 -1.6888 1.3752 -0.0242 -0.0109 0.0315
P 2.2223 -0.6054 -0.8772 -0.1333 0.0682 -0.4290
C 2.6628 0.5045 -2.2846 0.0823 0.0307 -0.0299
C 3.9355 0.1652 -3.0645 0.0292 0.0400 0.0224
C 1.4902 0.5733 -3.2675 -0.0444 -0.0138 0.0030
C 2.2999 -2.2878 -1.5268 -0.0016 -0.0262 -0.0441
C 3.4490 -2.8659 -2.0332 0.0195 0.0158 -0.0333
C 3.3951 -4.0652 -2.7411 -0.0160 0.0120 0.0095
C 2.1621 -4.6504 -3.0094 -0.0325 0.0252 0.0151
C 1.0061 -4.1160 -2.4800 0.0602 -0.0146 0.0185
C 1.0658 -2.9785 -1.6407 -0.1671 0.0044 0.0408
N -0.0355 -2.4915 -0.9616 0.1589 0.0145 -0.0085
C -1.1444 -3.3104 -0.7677 0.0022 0.0415 -0.0289
C -1.0374 -4.7026 -0.5825 -0.0557 0.0530 -0.0023
C -2.1757 -5.4828 -0.5541 -0.0152 0.0428 0.0023
C -3.4307 -4.8989 -0.7043 0.0338 0.0104 0.0038
C -3.5486 -3.5136 -0.7721 -0.0077 -0.0414 0.0679
C -2.4234 -2.7068 -0.7568 0.0343 -0.0637 0.0227
P -2.4703 -0.9256 -0.4348 0.0947 -0.0317 -0.2964
C -3.4024 -0.0298 -1.7309 0.0195 0.0329 -0.1260
C -4.9241 -0.1476 -1.6685 -0.0015 -0.0162 -0.0075
C -2.8630 -0.4451 -3.1024 0.0395 0.0029 -0.0054
C -3.4508 -0.8469 1.1169 -0.0636 0.1462 -0.0354
C -3.5482 0.6001 1.6037 -0.0318 -0.0138 -0.0072
C -2.9506 -1.7928 2.2046 -0.0065 0.0087 0.0265
H 5.3698 0.1827 1.0853 0.0086 -0.0127 -0.0008
H 4.8561 0.9158 -0.4257 -0.0155 0.0133 0.0179
H 5.3547 -0.7838 -0.3786 -0.0103 -0.0161 -0.0162
H 2.9383 0.3873 1.1075 0.0308 0.0127 -0.0313
H 3.9295 -2.4952 0.8812 0.0057 -0.0022 -0.0161
H 2.3781 -2.0448 1.5941 -0.0079 0.0165 -0.0084
H 3.8793 -1.4883 2.3269 0.0105 -0.0093 0.0023
H 2.7806 1.4826 -1.8004 -0.0175 0.0005 -0.0125
H 3.8229 -0.7789 -3.5972 -0.0151 0.0029 -0.0158
H 4.8316 0.1173 -2.4517 -0.0147 -0.0221 0.0008
H 4.0953 0.9379 -3.8172 0.0103 0.0122 0.0080
H 1.3490 -0.3873 -3.7695 -0.0031 -0.0143 0.0122
H 1.7085 1.3143 -4.0374 0.0151 -0.0113 -0.0119
H 0.5514 0.8574 -2.7914 0.0147 0.0042 0.0164
H 4.4027 -2.3722 -1.9035 0.0038 -0.0029 0.0030
H 4.3032 -4.5046 -3.1297 0.0110 -0.0022 -0.0030
H 2.1036 -5.5222 -3.6461 -0.0015 -0.0093 -0.0041
H 0.0514 -4.5458 -2.7419 -0.0273 -0.0227 0.0325
H -0.0670 -5.1508 -0.4261 0.0340 -0.0086 -0.0412
H -2.0886 -6.5502 -0.4064 -0.0040 -0.0103 0.0000
H -4.3186 -5.5158 -0.7090 -0.0078 -0.0051 0.0014
H -4.5351 -3.0693 -0.7922 -0.0079 0.0032 0.0037
H -3.1134 1.0139 -1.5556 -0.0409 -0.0039 0.0197
H -5.2578 -1.1758 -1.8148 0.0164 -0.0171 -0.0103
H -5.3560 0.4432 -2.4768 -0.0051 0.0072 0.0051
H -5.3435 0.2232 -0.7345 0.0113 0.0002 0.0062
H -3.1553 -1.4684 -3.3437 -0.0078 -0.0106 0.0023
H -1.7726 -0.3826 -3.1549 0.0033 0.0076 0.0176
H -3.2706 0.2100 -3.8717 -0.0119 -0.0045 -0.0052
H -4.4437 -1.1821 0.7968 -0.0202 0.0270 0.0532
H -2.5675 0.9858 1.8832 0.0352 0.0013 0.0193
H -4.1864 0.6432 2.4868 -0.0074 0.0112 -0.0054
H -3.9745 1.2698 0.8555 0.0139 -0.0083 -0.0115
H -1.9132 -1.5913 2.4716 -0.0004 0.0067 -0.0103
H -3.0399 -2.8397 1.9173 0.0219 -0.0010 -0.0164
H -3.5555 -1.6450 3.1003 -0.0134 -0.0161 0.0003
C 1.0815 0.5090 5.3114 0.0146 -0.0172 0.0196
C -0.2971 0.7925 4.7377 -0.0380 0.0370 -0.0629
N -0.2882 1.8267 3.6888 -0.0254 0.0038 0.1019
C -0.4901 3.2291 4.1263 -0.0284 -0.0875 -0.0238
C 0.8122 3.9992 4.2600 0.0274 0.0291 -0.0036
C -0.0668 1.5604 2.4118 -0.1004 0.2687 -0.0076
S 0.2966 -0.1058 1.9995 0.0895 -0.1350 -0.0289
N -0.0740 2.6157 1.5828 0.0323 -0.2117 0.1109
C -0.0990 2.5771 0.2747 0.0562 -0.1710 -0.2480
O -0.2188 1.5179 -0.4527 -0.1360 0.5233 -0.0884
C -0.0132 3.8525 -0.4678 -0.0070 -0.0396 0.1549
C 0.1684 5.0456 0.2308 0.0097 0.0535 -0.0292
C 0.2658 6.2420 -0.4587 -0.0019 -0.0326 0.0280
C 0.1756 6.2531 -1.8439 0.0057 0.0032 -0.0216
C -0.0133 5.0678 -2.5440 -0.0052 -0.0061 0.0277
C -0.1073 3.8689 -1.8591 -0.0003 0.0247 -0.0282
H 1.0065 -0.2744 6.0647 0.0003 -0.0086 0.0052
H 1.5037 1.3912 5.7889 -0.0034 0.0099 0.0035
H 1.7688 0.1703 4.5364 0.0054 -0.0023 -0.0104
H -0.9683 1.1534 5.5146 -0.0005 -0.0199 0.0081
H -0.7425 -0.1111 4.3230 0.0218 -0.0023 0.0190
H -1.0073 3.1722 5.0818 0.0097 0.0244 0.0020
H -1.1547 3.7103 3.4127 0.0155 0.0091 0.0006
H 1.4704 3.5532 5.0037 -0.0037 -0.0065 0.0081
H 0.5967 5.0192 4.5766 -0.0034 0.0098 0.0017
H 1.3389 4.0403 3.3077 -0.0007 -0.0035 -0.0030
H 0.2322 5.0247 1.3093 -0.0013 0.0013 0.0028
H 0.4090 7.1666 0.0831 0.0019 0.0065 -0.0008
H 0.2507 7.1893 -2.3805 -0.0067 0.0049 -0.0065
H -0.0924 5.0829 -3.6223 0.0044 -0.0004 -0.0117
H -0.2609 2.9465 -2.4006 -0.0037 -0.0164 -0.0026
```
Forces are in eV/Å.

Spin multiplicity   5
Orbital gap (alpha / beta)   7.723 / 5.450 eV
Expectation value of S²   6.0541
E_tot   -76545.7712 eV
Molecular weight   826.07 g/mol
E_HOMO (alpha / beta)   -12.7 / -13.7 eV
Total charge   +2
E_LUMO (alpha / beta)   -0.18455 / -0.30244 Eh

Atomic partial charges in e from the Mulliken method, atoms 1 to 2: 1.9319, -1.5824